C37H33IrN6O5P | wB97M-V/def2-TZVPD

Values from the calculation:
Gap between HOMO and LUMO (spin up / spin down): 4.37 / 5.34 eV
HOMO (spin up / spin down): -7.73 / -10.31 eV
Spin multiplicity: 5
Expectation value of S²: 6.190
Net charge: +1
E_LUMO (spin up / spin down): -3.4 / -5.0 eV
Maximum force: 2.17 eV/Å

```
83
Properties=species:S:1:pos:R:3:lowdin_spin:R:1
C -2.859 5.721 2.609 0.04
H 3.453 0.289 4.956 0.01
H -1.872 -0.380 2.547 0.01
H -1.627 3.477 4.834 0.00
H -4.748 0.607 -0.370 -0.01
N -4.231 4.840 0.950 0.47
C -4.554 2.686 0.049 0.14
O -0.291 -3.500 0.301 0.00
H -0.690 7.634 4.390 0.00
H -1.160 0.220 -5.164 0.00
C -1.809 2.228 0.155 0.04
C -1.561 -3.525 0.946 0.00
C -2.147 6.862 3.034 0.08
C 4.068 0.432 2.907 0.05
C -2.664 4.512 3.314 0.11
H -3.250 3.647 3.039 0.01
C 1.386 0.015 2.263 0.06
H 3.646 0.234 -4.981 0.01
C -0.581 -3.797 -2.698 0.00
H -0.847 4.111 6.969 0.00
C 3.295 0.198 -3.964 0.12
H 0.296 -3.802 -3.345 0.00
O -0.093 5.579 5.706 0.05
C -0.544 -0.155 4.226 0.07
H 5.247 0.024 -3.121 0.00
C 0.092 4.433 6.506 0.00
H 5.107 0.591 3.152 0.00
H 2.667 -2.466 0.614 0.00
N 0.136 0.238 -2.082 -0.01
C -2.693 1.138 -0.050 0.15
H 4.428 0.656 0.837 0.01
N -3.672 5.798 1.544 0.56
N 1.821 0.106 -0.046 0.25
C -0.853 -0.256 2.885 0.17
O -0.675 -2.530 -2.033 0.00
N 0.086 -0.190 1.924 0.19
C -1.320 4.577 0.339 -0.02
H -5.613 2.886 0.018 0.01
H -1.800 0.236 -2.764 0.00
C -4.074 1.421 -0.155 -0.04
C 4.190 0.085 -2.915 -0.01
N -0.474 1.937 0.174 0.07
O -2.206 -0.071 -0.156 0.13
C 3.143 0.266 3.924 0.25
H -1.542 -2.913 1.847 0.00
H 4.494 -0.141 -0.835 0.01
C 3.690 0.427 1.582 0.21
Ir -0.128 -0.039 -0.099 0.06
H 1.055 0.058 5.651 0.01
H -1.482 -3.916 -3.296 0.00
H 1.262 0.228 -5.763 0.00
C -3.701 3.757 0.418 0.02
H -0.505 -4.607 -1.971 0.00
H 1.451 2.649 0.354 0.00
C 0.406 2.920 0.304 -0.02
H -1.611 5.615 0.322 0.00
C 1.911 0.222 -3.710 0.00
H 0.521 3.603 5.931 0.00
C 2.392 0.129 -1.278 -0.02
C 3.763 0.026 -1.604 0.11
H 0.795 4.732 7.282 0.00
C -0.399 0.234 -4.400 -0.02
C 2.348 0.172 1.210 0.12
C -0.765 0.244 -3.066 0.02
C -1.020 5.553 4.723 0.10
C 0.942 0.236 -4.733 0.02
P 0.119 -2.282 -0.677 0.01
C -2.270 3.562 0.307 0.06
H -2.351 -3.170 0.283 0.00
C -1.248 6.772 4.061 -0.02
C 2.695 -3.041 -0.311 0.00
H -1.332 -0.204 4.961 0.00
C 1.458 0.202 -2.368 0.03
H -1.743 -4.564 1.214 0.00
C 1.780 0.083 3.623 0.02
H 0.780 5.017 0.412 0.00
H 3.571 -2.763 -0.897 0.00
C 0.779 -0.005 4.611 0.23
O 1.561 -2.798 -1.133 0.00
H -2.297 7.795 2.515 0.00
C 0.030 4.248 0.351 0.06
C -1.753 4.427 4.338 0.00
H 2.744 -4.103 -0.073 0.00
```


C37H33PtS4Sb2 | wB97M-V/def2-TZVPD

Values from the calculation:
Gap between HOMO and LUMO: 5.92 eV
HOMO: -3.68 eV
Spin multiplicity: 1
Net charge: -1
E_LUMO: 2.2 eV
Maximum force: 1.65 eV/Å

```
77
Properties=species:S:1:pos:R:3:lowdin_charge:R:1
C 0.624 -6.261 -0.992 -0.10
H -4.063 4.045 0.025 0.10
H 0.673 -8.077 0.154 0.09
H -2.114 -0.043 1.808 0.02
H -3.179 -3.435 1.406 0.04
C 0.364 3.298 0.979 -0.08
C 0.157 -4.957 -1.058 -0.14
H 2.943 0.341 4.252 0.10
H -0.501 6.386 2.065 0.09
C -3.368 2.130 -0.615 -0.09
H -4.318 1.832 -1.043 0.10
C -1.981 3.738 0.514 -0.18
H -1.295 -2.290 -3.356 0.05
C -2.274 1.235 -0.664 -0.18
C 2.060 -2.336 1.133 -0.19
H -0.726 -7.157 1.977 0.10
C -3.162 -2.936 -4.179 -0.09
Pt 0.540 0.261 -0.175 0.19
H -1.382 -2.684 3.030 0.06
C 1.208 -3.122 3.235 -0.14
H 1.885 -0.230 8.352 0.10
S 3.519 -0.759 -1.778 -0.16
C 0.305 -7.060 0.098 -0.11
H -2.672 5.678 1.150 0.10
C 1.604 -0.204 7.307 -0.10
H 2.212 -1.522 0.426 -0.03
Sb -1.280 -2.369 -0.243 1.49
C 1.808 -4.354 3.012 -0.10
C -1.695 -0.554 2.677 -0.38
S 0.285 0.032 -2.445 -0.03
H 0.667 -2.957 4.160 0.09
C -2.182 -2.007 2.720 -0.36
H -2.426 0.273 -1.142 0.05
H -2.026 0.015 3.547 0.04
C 2.191 0.119 5.001 -0.13
H -4.347 -3.347 -0.538 0.08
C -3.232 3.351 -0.028 -0.07
C -1.043 1.547 -0.133 -0.35
H 3.225 -3.715 -0.005 0.10
H 1.711 -5.142 3.748 0.10
C -4.874 -3.502 -2.599 -0.10
C 2.554 0.084 6.337 -0.09
C 1.305 -2.108 2.285 -0.38
C 0.295 -0.460 6.932 -0.09
H 1.221 2.641 0.912 0.04
H -2.969 -2.113 3.476 0.10
C -0.481 -6.545 1.116 -0.11
H -0.449 -0.690 7.684 0.10
H -5.135 -3.580 -4.728 0.09
H -1.555 -4.857 1.857 0.08
C -2.700 -2.793 -1.811 -0.36
H 1.457 4.852 1.924 0.10
C -0.878 2.847 0.453 -0.19
C -4.455 -3.361 -3.913 -0.11
H -2.827 -2.818 -5.202 0.10
C -0.646 -4.431 -0.048 -0.35
C -2.293 -2.650 -3.135 -0.14
H -5.883 -3.833 -2.383 0.09
H 1.247 -6.651 -1.788 0.10
C -2.741 -2.436 1.362 -0.39
C -4.001 -3.222 -1.556 -0.13
C 2.522 -4.581 1.841 -0.09
Sb 0.422 -0.150 2.523 1.48
C 2.656 -3.567 0.904 -0.08
H 2.975 -5.548 1.664 0.10
H 3.579 0.282 6.623 0.10
C -0.953 -5.239 1.041 -0.13
C 0.876 -0.140 4.612 -0.38
S 2.853 0.961 -0.909 -0.15
C 0.496 4.535 1.540 -0.09
C -0.067 -0.426 5.590 -0.13
H 0.441 -4.332 -1.899 0.07
C -0.613 5.407 1.616 -0.10
C -1.816 5.014 1.111 -0.06
H -1.091 -0.640 5.318 0.08
S 1.597 -1.490 -2.659 -0.11
H -3.535 -1.745 1.063 0.06
```


C37H34BrCuN8O4PS | wB97M-V/def2-TZVPD

Values from the calculation:
Gap between HOMO and LUMO: 4.36 eV
HOMO: -6.36 eV
Spin multiplicity: 2
Expectation value of S²: 0.754
E_LUMO: -2.0 eV
Maximum force: 3.83 eV/Å

```
87
Properties=species:S:1:pos:R:3:lowdin_spin:R:1
C -0.484 -20.339 6.529 0.00
C -6.841 -23.037 4.977 0.00
N -2.847 -19.682 6.842 0.03
H -4.242 -18.694 -0.644 0.00
C -3.776 -19.403 7.800 0.00
C -0.398 -20.250 5.089 0.00
H -6.060 -19.782 4.725 0.00
C -3.627 -20.000 9.098 0.00
C -6.983 -17.509 8.270 0.00
S -8.264 -27.853 5.609 0.00
C -3.963 -17.984 1.367 0.01
H -5.350 -24.486 5.574 0.00
H -4.733 -20.487 10.949 0.00
H 2.942 -21.241 4.848 0.00
C 1.755 -21.215 6.660 0.00
N -9.533 -26.163 4.047 0.00
C 0.568 -20.902 7.328 0.00
H 0.457 -21.271 8.367 0.00
C -4.892 -18.511 7.521 0.00
N -0.828 -12.578 5.059 0.00
H -4.153 -21.627 2.464 0.00
C -5.552 -23.462 5.406 0.00
H -6.701 -19.258 10.291 0.00
H -3.684 -17.528 3.442 0.01
H -1.440 -19.394 8.251 0.00
C -5.962 -18.486 8.473 0.00
N -7.578 -25.258 5.116 0.00
Br 3.191 -21.886 7.677 0.00
C -1.211 -13.912 2.390 0.00
H -2.554 -11.053 1.803 0.00
C -8.443 -26.198 4.832 0.00
H 0.913 -20.550 3.434 0.00
H -2.762 -20.599 9.323 0.00
H -0.342 -11.672 1.374 0.00
O -1.294 -19.634 4.422 0.05
H -0.499 -12.737 6.052 0.00
Cu -3.188 -19.922 4.931 0.61
H -10.688 -24.816 2.958 0.00
N -4.874 -17.730 6.425 0.00
C -0.069 -11.742 2.497 0.00
H -7.789 -17.396 9.004 0.00
C -4.096 -20.554 2.128 0.02
H 0.106 -14.527 4.474 0.00
N -1.041 -10.986 3.242 0.00
C -5.952 -16.984 6.223 0.00
H -3.605 -22.827 5.907 0.00
C -9.771 -24.980 3.560 0.00
C -5.982 -20.806 5.031 0.01
C 0.841 -20.641 4.511 0.00
P -2.681 -13.083 3.158 0.00
H -1.625 -10.556 5.257 0.00
C -4.722 -19.950 9.978 0.00
C -8.930 -23.894 3.738 0.00
H -2.879 -12.530 5.576 0.00
H 0.954 -11.340 2.666 0.00
O -8.621 -28.685 4.449 0.00
H -1.186 -14.901 2.731 0.00
C -6.982 -16.791 7.132 0.00
H -8.061 -21.224 4.660 0.00
C -4.220 -20.283 0.786 0.01
C -2.388 -11.298 2.859 0.00
C -2.211 -13.182 4.986 0.00
H -1.329 -13.800 1.276 0.00
H -3.867 -16.968 1.027 0.00
H -5.954 -16.419 5.273 0.00
C -4.185 -18.931 0.418 -0.01
C -3.810 -18.279 2.691 0.03
H -9.249 -22.921 3.381 0.00
C -7.060 -21.664 4.909 0.00
N -4.770 -21.234 5.299 0.07
C -3.824 -19.592 3.093 0.14
O -9.205 -27.367 6.595 0.00
H 0.143 -10.572 4.928 0.00
H -4.268 -21.081 0.040 0.00
O -6.989 -28.367 6.098 0.00
C -5.853 -19.260 9.628 0.00
H -3.197 -10.648 3.362 0.00
C -4.612 -22.535 5.656 0.01
C -1.568 -19.760 7.238 0.00
H 1.196 -13.111 4.539 0.00
H -7.790 -16.111 6.891 0.00
C 1.950 -20.980 5.255 0.00
N 0.012 -13.212 2.811 0.00
C -7.828 -24.056 4.574 0.00
C -0.828 -11.073 4.702 0.00
C 0.167 -13.390 4.268 0.00
H -2.253 -14.206 5.334 0.00
```


C37H34GeO2PS2Ti | wB97M-V/def2-TZVPD

Values from the calculation:
Gap between HOMO and LUMO (spin up / spin down): 5.89 / 5.89 eV
HOMO (spin up / spin down): -3.40 / -3.40 eV
Spin multiplicity: 1
Net charge: -1
E_LUMO (spin up / spin down): 2.5 / 2.5 eV
Maximum force: 3.95 eV/Å

```
78
Properties=species:S:1:pos:R:3:lowdin_charge:R:1
C 3.557 1.020 -1.721 -0.76
H -1.202 1.895 -2.895 0.10
C 1.452 4.483 1.822 -0.07
C -0.306 -4.781 -0.712 -0.09
H 1.881 1.949 4.725 0.10
C -1.077 -1.198 3.354 -0.07
C 2.034 4.884 3.038 -0.08
H -2.951 -4.440 1.420 0.09
H 5.279 -1.090 -0.511 0.08
H -0.370 -1.989 3.130 0.11
H 0.482 2.890 0.769 0.07
H 2.194 -1.495 3.093 0.10
H 0.233 -2.074 -3.773 0.07
C -0.413 0.460 0.017 -0.43
H 0.385 -3.272 -2.075 0.04
C -3.905 0.459 -0.752 -0.11
H -1.201 -6.078 0.768 0.09
C -3.234 -0.369 3.982 -0.09
O 4.697 -0.230 2.499 0.07
C 0.108 -1.027 -4.027 -0.13
H -4.253 -0.551 4.268 0.09
H 2.586 4.294 5.058 0.10
C -0.532 -0.153 -3.141 -0.31
C -3.796 -1.181 -2.513 -0.11
C -0.691 1.174 -3.541 -0.15
H 5.512 1.457 -2.576 0.08
H 4.665 2.797 -1.722 0.05
H 0.920 1.162 -6.512 0.09
P 0.914 0.497 2.498 1.02
C -5.167 -1.119 -2.676 -0.10
C 3.551 -0.395 -1.585 -0.72
S 2.108 2.037 -1.737 0.62
H 2.322 5.927 3.156 0.10
Ge -1.221 -0.646 -1.380 0.82
C -1.486 1.223 3.527 -0.08
H -5.821 1.193 -0.255 0.09
H 5.598 -0.675 -2.227 0.07
C -2.179 -4.179 0.694 -0.11
C 4.877 -1.115 -1.526 -0.13
H -1.109 2.238 3.521 0.10
O 3.085 0.471 1.098 -0.30
H -2.733 -2.473 3.843 0.10
C -2.120 -2.874 0.205 -0.10
S 2.097 -1.374 -1.311 0.68
H -3.480 1.763 4.140 0.10
C 4.891 1.724 -1.699 -0.15
C 0.506 0.788 -5.583 -0.11
C -0.200 1.661 -4.756 -0.10
C -1.190 -2.507 -0.809 -0.26
H 1.121 -1.265 -5.901 0.09
C -3.139 -0.385 -1.564 -0.28
C 0.629 -0.560 -5.235 -0.10
H 4.688 -2.161 -1.781 0.06
C 1.046 3.170 1.661 -0.09
H -1.109 1.169 0.480 -0.06
C -5.933 -0.290 -1.845 -0.11
C -1.239 -5.112 0.286 -0.11
H -0.353 2.690 -5.054 0.09
C -5.282 0.525 -0.914 -0.11
C -2.797 0.959 3.903 -0.08
C 1.827 2.649 3.907 -0.09
H 0.421 -5.512 -1.061 0.10
H 1.312 5.196 1.017 0.11
H 5.440 1.503 -0.777 0.08
H -2.803 -2.120 0.599 0.10
C 3.511 -0.094 2.281 -0.58
H -3.428 1.047 0.027 0.09
C 2.197 3.969 4.094 -0.08
H -3.223 -1.859 -3.139 0.10
C -0.336 -3.509 -1.296 -0.15
C 2.358 -0.411 3.204 -0.20
H -5.656 -1.735 -3.432 0.09
Ti 1.542 0.498 0.014 0.32
C -0.645 0.141 3.192 -0.36
H -7.008 -0.243 -1.940 0.09
C -2.380 -1.455 3.743 -0.09
C 1.305 2.228 2.681 -0.36
H 2.639 -0.195 4.239 0.09
```


C37H34N | wB97M-V/def2-TZVPD

Values from the calculation:
Gap between HOMO and LUMO: 8.03 eV
HOMO: -10.45 eV
SMILES: c1ccc(C2([N@+]34CC[C@H](CC3)C[C@@H]4Cc3cccc4ccccc34)c3ccccc3-c3ccccc32)cc1
Spin multiplicity: 1
Net charge: +1
E_LUMO: -2.4 eV
Maximum force: 3.34 eV/Å

```
72
Properties=species:S:1:pos:R:3:lowdin_charge:R:1
H -3.778 5.478 0.146 0.12
H 0.901 -2.913 3.327 0.11
C -0.110 0.952 -3.769 -0.06
C -2.270 -1.710 2.274 -0.04
H 2.361 -0.509 3.208 0.14
C 0.974 1.501 1.576 -0.10
H 3.983 1.166 -0.386 0.13
C 2.592 -0.628 2.139 -0.11
C -0.519 -5.448 1.447 -0.16
C -1.630 -1.245 -0.430 -0.10
C 0.631 -3.463 0.524 -0.15
C -0.638 0.779 -0.006 -0.17
H 4.209 0.734 2.017 0.15
H -2.878 4.524 2.261 0.12
C -2.507 -2.268 -0.118 0.00
C 3.251 0.594 1.549 -0.33
H -1.502 -2.116 -3.230 0.12
C -0.152 1.446 -2.472 -0.05
C 3.387 0.360 0.080 -0.11
H 0.481 2.421 1.244 0.12
C 2.434 1.868 1.715 -0.11
H 2.493 -2.804 1.126 0.13
C -0.575 0.537 -1.485 -0.20
C -0.559 -5.988 3.811 -0.07
H 3.856 -0.632 -0.106 0.13
H 1.890 1.444 -1.129 0.12
H 3.362 -1.425 2.112 0.13
C -1.900 2.795 1.295 -0.05
H -0.470 -0.707 -5.043 0.12
C -2.799 -2.498 1.239 -0.04
C 1.964 0.502 -0.571 -0.06
H -1.515 2.479 2.278 0.11
H 2.133 -2.126 -0.399 0.12
C 0.177 -4.801 4.070 -0.07
H 0.491 1.070 2.462 0.12
C -0.548 -0.340 -4.011 -0.06
H -2.380 2.052 -1.952 0.11
H 0.271 -3.128 -1.566 0.11
C -2.685 3.983 1.314 -0.07
H -2.870 -2.885 -0.935 0.13
C -1.518 -0.564 1.947 -0.04
C -1.129 -0.701 -1.717 -0.11
N 0.825 0.440 0.479 0.01
H 2.643 2.610 0.942 0.13
C 0.271 -4.260 1.682 -0.11
C 0.495 -3.907 3.043 -0.03
H -3.752 4.067 -1.914 0.13
H 2.602 2.408 2.660 0.14
C 0.157 -3.816 -0.728 -0.07
H -0.849 -5.271 -1.962 0.11
C -0.918 -5.776 0.124 -0.02
C -2.381 2.564 -0.998 -0.03
C -0.973 -6.254 2.518 -0.03
C -0.567 -4.988 -0.950 -0.07
C -1.149 -1.115 -3.030 -0.01
C -3.168 3.747 -1.017 -0.05
C -1.578 2.134 0.096 -0.07
C -1.331 -0.356 0.603 -0.16
H -3.533 -3.274 1.503 0.12
H -2.495 -1.910 3.324 0.12
C 1.652 -2.319 0.574 -0.07
H -1.042 0.039 2.723 0.11
C 1.319 -0.993 1.328 -0.09
H 0.277 1.601 -4.566 0.12
H 1.769 -0.305 -1.262 0.12
H -1.528 -6.665 -0.052 0.12
H 0.466 -1.195 1.969 0.09
H -0.823 -6.659 4.635 0.11
C -3.190 4.528 0.138 -0.09
H 0.490 -4.574 5.097 0.11
H 0.139 2.486 -2.215 0.14
H -1.674 -7.078 2.313 0.12
```


C37H35BNP2V | wB97M-V/def2-TZVPD

Values from the calculation:
Gap between HOMO and LUMO (spin up / spin down): 6.03 / 6.91 eV
HOMO (spin up / spin down): -14.45 / -14.44 eV
Spin multiplicity: 3
Expectation value of S²: 2.035
Net charge: +2
E_LUMO (spin up / spin down): -8.4 / -7.5 eV
Maximum force: 4.06 eV/Å

```
77
Properties=species:S:1:pos:R:3:lowdin_spin:R:1
B 0.778 0.353 5.732 0.00
H -0.254 -0.123 6.164 0.00
H -1.652 6.636 1.484 0.00
H -0.200 3.027 -3.991 0.00
H 1.467 -5.167 -2.296 0.00
H 3.497 2.965 -1.684 0.00
H -0.925 -1.225 -5.809 0.00
V 0.654 0.947 1.272 1.97
H -3.661 3.094 0.047 0.00
C 2.099 -0.084 -1.076 0.00
H 4.428 -0.920 -0.161 0.00
H -3.666 5.551 0.471 0.00
C 3.102 1.969 -1.870 0.00
C 0.674 0.517 4.235 0.03
H 0.964 1.483 6.149 0.00
H -0.842 0.995 -5.288 0.00
C -1.520 -0.095 -3.552 0.00
P 1.456 -1.014 0.385 -0.01
C -0.607 -2.825 0.023 0.00
C 2.058 -0.571 -2.390 0.00
C -5.355 -0.208 0.131 0.00
H 2.536 -3.173 -1.283 0.00
H 2.661 -0.255 -4.423 0.00
C -1.393 1.090 -1.453 0.00
C -0.526 3.421 1.396 0.01
C -0.538 4.799 1.637 0.00
C 2.951 -1.697 1.214 0.00
H -6.464 -1.320 1.617 0.00
H -0.911 -5.715 -1.763 0.00
C -4.132 0.390 -0.195 0.00
C -0.633 2.160 -3.482 0.00
H 1.721 -2.739 2.657 0.00
C -0.447 -4.822 -1.339 0.00
C 0.730 -2.522 -0.286 0.00
C -1.648 2.829 0.800 0.02
C -4.447 -0.886 2.280 0.00
H 0.334 5.282 2.075 0.00
H 3.643 -3.391 4.091 0.00
H 0.375 2.808 1.663 0.00
C -3.226 -0.297 1.952 0.00
H -2.092 -0.956 -1.666 0.00
C 4.258 -1.424 0.789 0.00
H -2.394 -0.318 2.661 0.00
C 3.145 1.440 -3.164 0.00
H -0.460 -0.877 -6.287 0.00
C -5.508 -0.852 1.365 0.00
C -3.060 0.330 0.705 0.00
C -2.788 4.959 0.734 0.00
C -1.188 -3.976 -0.505 0.00
C 2.552 1.225 -0.819 0.00
H -1.180 -2.160 0.674 0.00
H -1.792 -0.988 -4.109 0.00
H -4.577 -1.368 3.251 0.00
C 3.816 -2.824 3.177 0.00
C -2.790 3.578 0.488 0.00
C 1.486 -3.392 -1.081 0.00
H 1.740 -0.366 5.939 0.01
H -6.181 -0.161 -0.582 0.00
H -0.538 3.081 -1.539 0.00
C 5.120 -2.483 2.793 0.00
H 2.498 1.652 0.212 0.00
H 5.967 -2.765 3.425 0.00
C -1.662 5.562 1.303 0.00
C -0.986 1.022 -4.211 0.00
H 6.356 -1.585 1.260 0.00
H 3.583 2.019 -3.976 0.00
H -2.222 -4.215 -0.266 0.00
C 2.629 0.172 -3.421 0.00
C 2.736 -2.448 2.378 0.00
P -1.440 1.043 0.363 0.00
C 5.341 -1.808 1.588 0.00
C -1.703 -0.071 -2.173 0.00
H -4.017 0.889 -1.156 0.00
C -0.825 2.194 -2.108 0.00
N 0.625 0.661 3.071 -0.01
H 1.585 -1.525 -2.612 0.00
C 0.885 -4.526 -1.636 0.00
```


- What is the spin multiplicity in the third record?
  2